# 1
Molecular formula: C21H20BClN2O15PS3
Method: DFT, ωB97M-V with the def2-TZVPD basis set

Output
M = 713.83 g mol⁻¹
charge = -1
HOMO energy = -0.2795 Ha
maximum force = 3.6 eV/A

Structure (XYZ):
```
64
Properties=species:S:1:pos:R:3:forces:R:3:mulliken_charge:R:1
O -0.333106 2.633324 3.201276 0.4495 -0.6613 -0.1764 -0.498
C 0.408207 1.681244 3.209821 0.6743 -0.3505 -0.0632 -0.029
C 1.890258 1.830419 3.744435 0.0453 -1.5740 0.3279 -0.282
C 2.383807 0.791888 4.490850 -0.7635 0.1262 -1.0367 0.095
P 4.130969 0.856963 5.112477 1.2576 1.4463 0.5965 0.991
O 4.312242 1.901130 6.148012 -0.2481 -1.5470 -0.7106 -0.646
O 5.085013 1.287700 3.787716 -2.2384 -1.4273 0.7252 -0.545
O 4.631777 -0.659204 5.553129 -0.8027 1.4605 -1.5219 -0.497
C 1.396726 -0.417319 4.751435 -0.0027 0.3345 -0.8618 -0.311
O 1.310556 -0.962831 5.824450 0.2709 0.1773 -0.8298 -0.543
C 0.515486 -0.802505 3.505734 0.0413 0.9037 -0.1905 0.063
C 0.291614 -2.302887 3.198791 0.5576 -0.6498 0.2689 -0.076
C 1.563942 -2.970527 2.478537 0.0989 0.6217 0.9316 -0.340
C 1.781269 -4.446116 2.984625 0.4770 0.8023 0.1430 -0.581
S 1.013301 -5.742712 1.913370 -0.7147 -0.0607 -0.1331 -0.144
C 0.144248 -4.937386 0.527223 0.1804 1.0910 -1.4480 0.103
S 0.920070 -4.760355 -0.917325 -0.5036 -0.3406 1.2280 -0.144
N -1.197516 -4.431164 0.619660 -1.4093 0.3753 0.4428 0.269
C -1.892287 -3.611453 -0.317338 -2.0480 0.6689 0.5535 -0.114
C -3.199020 -3.345502 0.242824 3.1702 -1.1368 -0.4277 -0.567
N -3.312379 -4.015959 1.501079 2.3578 -0.2480 -1.5244 -0.556
C -2.134379 -4.633276 1.650719 -0.5440 0.2145 0.7365 -0.161
C 0.022309 0.235238 2.750344 0.2964 -1.3261 0.4967 0.633
C -0.833987 -0.106688 1.489163 0.1259 1.2005 -0.4706 0.374
C -1.728637 1.074370 0.936006 -0.1800 -0.3551 -0.9563 -1.153
C -1.035930 1.853592 -0.271888 -0.9835 -0.0878 0.8772 -0.805
C -1.058315 0.963023 -1.571698 -0.5715 0.9871 -0.7737 0.283
S 0.575446 0.272417 -2.035191 2.3198 -1.7412 2.0798 1.106
O 1.666006 1.027042 -1.402071 -1.8453 -0.1397 -1.3549 -0.592
O 0.658535 -1.160864 -1.701277 -0.9617 1.6821 -0.8093 -0.494
Cl 0.815367 0.360204 -4.109441 -0.3943 0.2449 1.0930 -0.224
H 2.511741 2.724797 3.484750 -0.9099 -0.7209 0.3328 0.448
H 4.555974 1.068868 2.989504 0.6548 0.2533 0.2730 0.362
H 4.743906 -1.187053 4.733652 0.0697 0.1626 0.6782 0.343
H -0.608841 -2.526393 2.573908 0.6814 0.5494 0.6479 -0.610
H 0.168728 -2.881582 4.162441 0.0229 0.9069 -0.8483 0.755
H 1.512080 -2.880101 1.358177 -0.0167 -0.2196 1.1163 0.214
H 2.481631 -2.379629 2.783047 -0.9196 -0.6275 -0.2847 0.347
H 1.396501 -4.623942 4.031989 0.2244 0.4463 -1.1985 0.380
H 2.892578 -4.639624 3.041547 -1.2171 -0.1051 -0.4215 0.398
H -1.447004 -3.275412 -1.286192 -0.3602 -0.4453 1.3091 0.359
H -3.991930 -2.710246 -0.223034 0.8446 -0.8530 0.7168 0.378
H -1.841261 -5.252358 2.531782 -0.3951 0.6604 -0.9560 0.389
H -1.492553 -1.005111 1.605015 0.7910 0.7696 0.3539 -0.091
H -0.094272 -0.361866 0.667110 -0.7508 0.0846 0.9087 0.000
H -2.643849 0.590172 0.474154 0.8821 0.5316 0.5792 0.432
H -2.123136 1.774872 1.716359 0.6812 -0.6580 -0.6222 0.481
H -0.027636 2.254116 0.001558 -0.7659 -0.5305 -0.3944 0.459
H -1.697860 2.742096 -0.472022 0.7795 -0.8034 -0.0539 0.306
H -1.808109 0.120345 -1.529347 1.1472 0.6383 0.0260 0.306
H -1.394068 1.606459 -2.438979 0.5473 -0.7436 0.7577 -0.249
B -1.528628 4.108151 -6.730627 0.0767 0.2419 -0.3346 1.020
O -2.519548 4.409230 -7.780337 0.6684 -0.0072 0.0112 -0.493
C -1.848239 4.773305 -8.872536 -2.0741 0.1256 -0.6017 0.584
O -2.358050 5.085657 -9.914165 0.2813 -0.0462 0.1762 -0.598
C -0.388067 4.727176 -8.587585 2.1530 -0.0091 0.2269 0.591
O 0.493503 4.995548 -9.357658 -0.3306 -0.0273 0.0558 -0.601
O -0.199768 4.335844 -7.327427 -0.6271 0.0312 -0.2431 -0.485
O -1.732684 4.969543 -5.547360 -0.0650 -0.8119 0.1576 -0.510
C -1.961490 4.172924 -4.511307 -0.0672 2.1709 0.7508 0.563
O -2.170062 4.550391 -3.387218 0.0531 -0.4037 -0.1173 -0.618
C -1.918596 2.755124 -4.962148 0.0565 -1.9278 -0.8065 0.702
O -2.087469 1.785183 -4.263224 -0.1090 0.2959 -0.0777 -0.696
O -1.665121 2.711711 -6.259268 -0.1184 0.3804 0.6703 -0.483
```
Forces are in eV/Å.



# 2
Molecular formula: C9H9NO2
Method: DFT, ωB97M-V with the def2-TZVPD basis set

Output
relative energy (zero: lowest compared OMol25 entry of this formula, charge and spin) = 556.8 kJ/mol
M = 163.18 g mol⁻¹
HOMO energy = -0.3209 Ha
maximum force = 4.6 eV/A

Structure (XYZ):
```
21
Properties=species:S:1:pos:R:3:forces:R:3:mulliken_charge:R:1
C 2.663185 -1.212753 -0.246526 -1.0874 -1.6481 1.2622 -0.518
C 2.735794 -0.151260 -1.053769 0.0786 4.4951 -0.7764 -0.515
C 1.633315 -1.262090 0.732268 1.9032 1.8412 -3.1104 -0.579
C 1.814119 0.910342 -0.879560 -1.9803 -0.2389 -0.5083 -0.393
C 0.748594 -0.238402 0.886431 1.7613 -1.0558 -1.1771 -0.281
C 0.739153 0.808125 0.033500 2.8943 0.6450 -1.8241 0.408
C -3.002743 -1.050948 0.614104 -0.9819 -1.2209 2.9318 -0.273
C -1.426284 1.602236 0.618388 1.0370 1.4210 -1.1619 -0.627
C -2.417561 -0.491029 -0.510182 1.1171 0.1711 -2.9656 0.717
N -0.212153 1.806799 0.055287 -2.7737 2.9467 0.4050 -0.025
O -3.775611 -0.360392 -0.462045 0.8066 -0.2807 -0.3016 -0.409
O -1.569649 -0.431790 -1.367419 -1.2344 0.1828 1.1534 -0.548
H 3.319144 -2.041066 -0.412634 0.3552 -0.4036 0.2808 0.381
H 3.557282 0.210562 -1.691210 -0.1947 -1.3359 -0.0515 0.322
H 1.538455 -2.096081 1.284072 -0.1773 -2.6802 2.1504 0.501
H 1.685796 1.725226 -1.627221 0.7519 -0.5128 0.6018 0.205
H 0.178721 -0.316074 1.695517 -2.9859 0.0234 2.9445 0.627
H -3.074813 -2.155695 0.754773 -0.2864 0.8358 -0.6123 0.240
H -3.106396 -0.508364 1.558609 0.4707 -0.1199 -0.3744 0.281
H -2.115376 2.512284 0.446515 1.3126 -0.7986 0.1335 0.184
H 0.087026 2.740374 -0.428902 -0.7866 -2.2666 1.0001 0.300
```
Forces are in eV/Å.



> Which value of HOMO energy does entry 1 give?

-0.2795 Ha



> HOMO energy of number 1 (C21H20BClN2O15PS3)?

-0.2795 Ha



> Which value of maximum force does entry 1 give?

3.6 eV/A



Repeat the second record exactly.
Molecular formula: C9H9NO2
Method: DFT, ωB97M-V with the def2-TZVPD basis set

Output
relative energy (zero: lowest compared OMol25 entry of this formula, charge and spin) = 556.8 kJ/mol
M = 163.18 g mol⁻¹
HOMO energy = -0.3209 Ha
maximum force = 4.6 eV/A

Structure (XYZ):
```
21
Properties=species:S:1:pos:R:3:forces:R:3:mulliken_charge:R:1
C 2.663185 -1.212753 -0.246526 -1.0874 -1.6481 1.2622 -0.518
C 2.735794 -0.151260 -1.053769 0.0786 4.4951 -0.7764 -0.515
C 1.633315 -1.262090 0.732268 1.9032 1.8412 -3.1104 -0.579
C 1.814119 0.910342 -0.879560 -1.9803 -0.2389 -0.5083 -0.393
C 0.748594 -0.238402 0.886431 1.7613 -1.0558 -1.1771 -0.281
C 0.739153 0.808125 0.033500 2.8943 0.6450 -1.8241 0.408
C -3.002743 -1.050948 0.614104 -0.9819 -1.2209 2.9318 -0.273
C -1.426284 1.602236 0.618388 1.0370 1.4210 -1.1619 -0.627
C -2.417561 -0.491029 -0.510182 1.1171 0.1711 -2.9656 0.717
N -0.212153 1.806799 0.055287 -2.7737 2.9467 0.4050 -0.025
O -3.775611 -0.360392 -0.462045 0.8066 -0.2807 -0.3016 -0.409
O -1.569649 -0.431790 -1.367419 -1.2344 0.1828 1.1534 -0.548
H 3.319144 -2.041066 -0.412634 0.3552 -0.4036 0.2808 0.381
H 3.557282 0.210562 -1.691210 -0.1947 -1.3359 -0.0515 0.322
H 1.538455 -2.096081 1.284072 -0.1773 -2.6802 2.1504 0.501
H 1.685796 1.725226 -1.627221 0.7519 -0.5128 0.6018 0.205
H 0.178721 -0.316074 1.695517 -2.9859 0.0234 2.9445 0.627
H -3.074813 -2.155695 0.754773 -0.2864 0.8358 -0.6123 0.240
H -3.106396 -0.508364 1.558609 0.4707 -0.1199 -0.3744 0.281
H -2.115376 2.512284 0.446515 1.3126 -0.7986 0.1335 0.184
H 0.087026 2.740374 -0.428902 -0.7866 -2.2666 1.0001 0.300
```
Forces are in eV/Å.